--- P ---
DFT (wB97M-V/def2-TZVPD) results for the ion C11H11N2O2 with charge +1.

Geometry as XYZ:
```
26
Properties=species:S:1:pos:R:3
C 0.6463 1.0056 -3.6245
C 0.7425 1.5924 -2.4127
C 0.3859 -0.3654 -3.6142
C 0.6326 0.8866 -1.1855
C 0.1918 -1.0937 -2.4082
C 0.5211 -0.4688 -1.2058
C -0.8422 -0.3385 1.2259
C -2.2044 -0.1838 0.7207
C 1.1973 -1.8990 0.8447
C 0.4616 -1.1326 0.0967
C 0.4887 0.5143 3.0777
N -1.9100 0.8528 2.7908
N -0.7245 0.3554 2.3574
O -2.6894 -0.4817 -0.2806
O -2.8712 0.3587 1.8966
H 0.9332 1.4504 -4.6943
H 0.8622 2.6686 -2.3380
H 0.3914 -0.9879 -4.4511
H 0.7462 1.5337 -0.3209
H -0.0043 -2.1319 -2.3793
H 0.9649 -2.0662 1.8711
H 2.0295 -2.6126 0.6013
H 1.2016 0.2839 2.3259
H 0.5471 -0.0768 3.9780
H 0.6079 1.6209 3.4432
H -2.3058 0.7159 3.6849
```

As for the SMILES: C=C(c1ccccc1)c1c(=O)o[nH][n+]1C. The LUMO energy is -5.16 eV. The value obtained for the HOMO energy is -0.4601 Ha. The net charge is +1.



--- Q ---
DFT (wB97M-V/def2-TZVPD) results for a cluster of 2 separate species, C11H11N2O2 in total.

Geometry as XYZ:
```
26
Properties=species:S:1:pos:R:3
C -1.1315 -1.6923 2.3879
C -2.1034 -1.7961 1.3692
C 0.1318 -1.1923 2.0691
C -1.8150 -1.0751 0.1953
C 0.3230 -0.5914 0.8158
C 0.6896 1.4087 -3.0029
C 0.6933 0.4300 -1.9745
C -0.2346 2.3139 -2.8074
C -1.2224 2.9547 0.8494
C -0.4442 0.2566 -1.2166
C 2.0503 -0.2509 -1.8486
N -0.6111 -0.4788 -0.1279
N -1.2713 4.1210 1.0286
O -1.1217 2.9478 -2.4909
O -1.3221 1.8521 0.5011
H -1.2733 -2.1867 3.4042
H -3.1378 -2.0332 1.5956
H 1.1099 -1.2257 2.7121
H -2.5828 -0.9971 -0.5395
H 1.2229 0.0033 0.6047
H 1.5757 1.4696 -3.7560
H -1.3918 0.6405 -1.5834
H 2.0844 -1.1861 -1.4182
H 2.7327 0.3516 -1.2970
H 2.2890 -0.3746 -2.9449
H -1.3470 4.9969 1.3327
```

The LUMO energy is -4.25 eV. The value obtained for the HOMO energy is -0.4275 Ha. The net charge is +1.



It is Q that is the most stable of them.